No. 1
{"formula": "C29H18Br2N2O2PSr", "method": "ωB97M-V with the def2-TZVPD basis set", "symbols": ["Sr", "O", "C", "C", "C", "C", "C", "C", "C", "P", "C", "C", "C", "C", "C", "C", "C", "C", "C", "C", "C", "C", "H", "H", "H", "H", "H", "H", "H", "H", "H", "H", "H", "H", "H", "H", "Br", "C", "C", "C", "Br", "C", "C", "C", "C", "N", "C", "C", "O", "H", "H", "H", "H", "N", "C"], "positions_angstrom": [[0.26054, 0.17249, -0.87924], [-1.45634, -1.78009, -0.59634], [-1.98205, -0.86133, 0.04398], [-3.41088, -0.75226, 0.42239], [-4.37073, -1.72215, 0.69070], [-5.66299, -1.32721, 0.99597], [-5.99818, 0.02402, 1.01530], [-5.04669, 0.99863, 0.74387], [-3.73658, 0.61227, 0.47946], [-2.29820, 1.71713, 0.15368], [-2.06831, 1.60897, -1.71856], [-0.99056, 2.29477, -2.30028], [-0.71515, 2.19462, -3.65572], [-1.55726, 1.45020, -4.47097], [-2.64047, 0.78777, -3.91633], [-2.88133, 0.84608, -2.55040], [-3.23102, 3.33321, 0.09698], [-3.31886, 4.00609, 1.31576], [-4.01674, 5.19872, 1.43858], [-4.63235, 5.75544, 0.32787], [-4.54328, 5.10785, -0.89633], [-3.85378, 3.90905, -1.00972], [-4.10040, -2.77034, 0.64782], [-6.42467, -2.06870, 1.20598], [-7.01510, 0.31741, 1.24677], [-5.32070, 2.04549, 0.76057], [-0.31726, 2.86318, -1.66773], [0.15856, 2.69598, -4.05063], [-1.36007, 1.37635, -5.53254], [-3.29769, 0.20329, -4.54822], [-3.72083, 0.30769, -2.12597], [-2.82678, 3.58712, 2.18801], [-4.06930, 5.69572, 2.39943], [-5.17163, 6.69058, 0.41306], [-5.01620, 5.53586, -1.77206], [-3.80699, 3.42079, -1.97499], [4.52347, 2.71876, -3.20344], [4.29339, 2.48605, -1.33993], [5.30509, 2.92050, -0.47851], [5.17752, 2.79036, 0.87451], [6.58572, 3.40918, 1.99270], [4.01142, 2.21932, 1.44298], [3.78375, 2.05795, 2.82518], [2.60636, 1.51308, 3.25671], [1.64844, 1.13036, 2.30602], [1.83183, 1.25653, 1.01385], [2.99331, 1.78360, 0.56278], [3.11632, 1.88693, -0.89066], [2.15341, 1.50420, -1.62970], [6.19450, 3.36683, -0.90158], [4.54728, 2.36685, 3.52610], [2.40286, 1.36975, 4.30893], [0.70707, 0.69480, 2.62566], [2.96120, -2.42449, 0.31481], [2.14532, -1.75306, -0.16728]], "forces_ev_per_a": [[1.31, -1.26, 0.61], [-0.72, -0.07, 0.10], [0.91, 0.41, -0.39], [-0.16, 0.13, 0.03], [0.06, -0.03, 0.01], [-0.03, -0.03, 0.02], [-0.01, 0.03, 0.00], [-0.01, -0.05, 0.05], [-0.03, -0.18, -0.10], [-0.26, 0.25, -0.77], [0.01, 0.14, 0.32], [-0.22, -0.03, 0.23], [-0.05, 0.08, 0.02], [0.12, 0.05, -0.06], [-0.09, -0.10, -0.01], [-0.16, 0.06, 0.05], [-0.04, 0.06, 0.24], [0.02, 0.04, 0.04], [0.01, 0.01, 0.03], [-0.01, 0.01, -0.02], [-0.03, 0.04, -0.02], [0.02, -0.06, 0.00], [0.01, 0.00, -0.01], [0.01, -0.01, 0.00], [0.00, 0.01, 0.00], [-0.02, 0.01, 0.00], [0.02, 0.15, 0.00], [0.00, -0.03, -0.05], [0.01, -0.01, 0.00], [0.01, -0.02, 0.00], [0.03, -0.05, -0.03], [0.01, -0.02, -0.01], [-0.01, 0.01, 0.00], [0.00, 0.00, 0.00], [0.00, 0.01, 0.01], [0.01, -0.02, 0.00], [0.00, 0.01, -0.07], [-0.01, -0.11, 0.06], [0.04, 0.00, 0.04], [-0.03, 0.00, -0.04], [0.06, 0.02, 0.03], [0.02, -0.01, -0.09], [-0.08, -0.04, 0.00], [0.07, 0.03, -0.02], [-0.02, -0.05, -0.01], [-0.18, 0.08, 0.16], [0.15, 0.02, -0.12], [-0.37, 0.17, 0.15], [-0.06, 0.10, -0.25], [0.01, 0.00, 0.02], [-0.01, -0.01, 0.01], [0.02, 0.00, 0.01], [-0.01, 0.00, -0.02], [0.09, -0.08, 0.05], [-0.38, 0.31, -0.18]], "gap_ev": 6.70, "charge": -1, "relative_energy_kj_mol": 82.9, "homo_energy_ev": -4.4, "spin_multiplicity": 1}



No. 2
{"formula": "C29H18Cl3N6O3Pd", "method": "ωB97M-V with the def2-TZVPD basis set", "symbols": ["Pd", "C", "C", "C", "C", "N", "C", "N", "C", "N", "C", "N", "C", "C", "C", "C", "C", "N", "C", "C", "C", "C", "C", "C", "H", "H", "H", "H", "H", "H", "H", "H", "H", "H", "H", "H", "Cl", "C", "C", "C", "Cl", "C", "C", "C", "C", "N", "C", "C", "O", "H", "H", "H", "H", "Cl", "C", "C", "O", "O", "H", "H"], "positions_angstrom": [[-0.23750, -0.79008, -0.28631], [-0.74385, -4.55173, 1.63059], [0.24168, -4.59951, 2.59782], [1.35412, -3.79485, 2.44780], [1.23094, -2.72612, 1.55332], [0.21665, -2.56276, 0.64501], [-0.70988, -3.56134, 0.64095], [2.21618, -1.76183, 1.63361], [2.39849, -0.60731, 1.02552], [1.51758, -0.00169, 0.14912], [1.85604, 1.30086, -0.14584], [1.21725, 2.15504, -0.91794], [0.09784, 1.81740, -1.62496], [-0.47658, 2.94676, -2.34562], [-1.53674, 2.68997, -3.21065], [-1.93376, 1.37174, -3.44571], [-1.42404, 0.35604, -2.68804], [-0.45110, 0.61548, -1.75638], [3.05291, 1.62847, 0.61088], [3.86386, 2.77348, 0.70665], [5.16130, 2.67440, 1.27766], [5.52680, 1.46711, 1.90060], [4.64653, 0.37718, 1.92443], [3.41165, 0.43751, 1.26238], [-1.49025, -5.31805, 1.58013], [0.20207, -5.19117, 3.55694], [2.17873, -3.85008, 3.08712], [-1.39356, -3.62146, -0.23328], [-0.11642, 3.94845, -2.02072], [-2.01241, 3.47656, -3.74142], [-2.60355, 1.09879, -4.24254], [-1.70225, -0.69613, -2.81663], [3.59301, 3.76060, 0.23530], [5.79448, 3.57030, 1.23525], [6.50524, 1.34918, 2.30620], [4.99782, -0.44789, 2.47981], [-5.06930, -1.24350, -1.20520], [-4.35824, 0.08391, -0.41468], [-5.03462, 1.28505, -0.23817], [-4.37076, 2.41144, 0.22136], [-5.15299, 3.94641, -0.08297], [-3.09237, 2.41020, 0.78841], [-2.51678, 3.47169, 1.52592], [-1.43313, 3.17242, 2.25998], [-0.87277, 1.90969, 2.22609], [-1.32745, 0.90652, 1.52074], [-2.45346, 1.11797, 0.78485], [-3.00008, -0.01747, 0.07708], [-2.33576, -1.13152, -0.15274], [-6.10582, 1.40216, -0.54712], [-2.84999, 4.48885, 1.52705], [-0.93130, 3.92703, 2.85837], [0.09511, 1.77041, 2.75419], [0.81589, -5.52645, -1.90248], [0.92138, -4.13954, -3.08322], [0.90048, -2.80762, -2.36173], [-0.23847, -2.40222, -1.93971], [1.96813, -2.21125, -2.24493], [0.06148, -4.35197, -3.78018], [1.93154, -4.20554, -3.60196]], "forces_ev_per_a": [[-0.23, -1.37, -0.66], [0.17, 0.26, -0.44], [0.55, -0.53, 1.50], [-1.87, 0.80, -0.72], [0.28, 1.56, -1.38], [-0.29, -3.22, 2.64], [0.57, 0.03, -0.64], [1.29, 0.90, -0.14], [-1.51, 0.34, -0.09], [0.67, -0.35, -0.34], [-0.54, 0.69, -0.10], [0.63, -1.40, 1.42], [-1.39, 2.09, -2.05], [-0.26, -0.85, 1.06], [1.14, -0.06, 0.66], [-0.03, -0.15, -0.24], [1.27, 0.31, 0.75], [-0.78, 0.29, -1.18], [1.17, 0.08, 0.59], [0.54, 0.61, -0.81], [-1.41, -0.30, 0.06], [-0.98, 0.61, -0.98], [-0.26, 1.06, -0.34], [2.26, 0.13, 0.99], [-0.49, -0.05, 0.10], [-0.16, 0.09, -1.59], [1.10, 0.06, 0.77], [0.45, 0.45, 0.91], [-0.27, -0.85, -0.78], [-0.27, 0.64, -0.37], [-0.37, 0.24, -0.06], [0.11, 0.44, 0.24], [0.04, -1.38, 0.45], [-0.13, -0.65, 0.17], [0.47, -0.01, 0.39], [-0.07, -1.19, 0.27], [0.11, 0.23, 0.19], [0.10, 0.56, 0.65], [-1.15, -0.21, -0.72], [-1.20, 1.21, -1.03], [0.24, -0.64, 0.45], [0.48, -1.58, 0.40], [-0.37, -0.48, -0.73], [1.03, 0.77, 0.82], [1.71, -0.53, 0.38], [-0.41, -0.42, -1.22], [0.57, 1.43, 1.28], [0.61, -3.37, -1.23], [-2.56, 3.13, 0.67], [1.27, -0.23, 0.13], [-0.68, 0.18, -0.21], [-0.15, -0.05, -0.08], [-0.83, -0.21, -0.24], [0.12, 0.55, -0.14], [0.41, -1.22, -1.28], [0.70, 0.64, 0.01], [-0.60, 0.47, 0.29], [-0.29, -0.09, 0.22], [1.01, 0.64, 0.68], [-1.50, -0.13, 0.63]], "gap_ev": [6.21, 5.19], "charge": 1, "relative_energy_kj_mol": 149.2, "homo_energy_ev": [-10.2, -11.3], "spin_multiplicity": 5}



No. 3
{"formula": "C29H19Br2IrN3O5PS2", "method": "ωB97M-V with the def2-TZVPD basis set", "symbols": ["Ir", "O", "C", "C", "C", "N", "C", "C", "C", "O", "O", "C", "O", "O", "H", "H", "H", "Br", "C", "C", "C", "N", "C", "C", "C", "C", "C", "Br", "C", "C", "N", "H", "H", "H", "H", "H", "H", "S", "P", "S", "C", "C", "C", "C", "C", "C", "C", "C", "C", "C", "C", "C", "H", "H", "H", "H", "H", "H", "H", "H", "H", "H"], "positions_angstrom": [[-0.42587, 1.22395, -0.25908], [5.77685, 1.23424, 0.96989], [4.46022, 1.25815, 0.67205], [3.99188, 1.52316, -0.61413], [2.62855, 1.50211, -0.81505], [1.79676, 1.24956, 0.17706], [2.21976, 1.03266, 1.41282], [3.56264, 1.02389, 1.71519], [1.09706, 0.84772, 2.42099], [1.35099, 0.68925, 3.59582], [-0.08611, 0.89527, 1.88597], [1.93978, 1.79882, -2.13610], [2.59693, 2.07208, -3.11570], [0.64181, 1.76093, -2.05633], [6.29673, 1.37665, 0.17143], [4.65247, 1.72450, -1.44816], [3.90365, 0.83728, 2.72314], [-6.97804, 3.47789, -1.00565], [-5.22064, 2.84321, -0.80703], [-4.93538, 1.50814, -1.02065], [-3.62417, 1.09886, -0.86059], [-2.64575, 1.93330, -0.51417], [-2.92351, 3.22555, -0.30627], [-4.21143, 3.71965, -0.44525], [-1.77930, 4.10706, 0.08574], [-1.93967, 5.46588, 0.31371], [-0.82907, 6.20765, 0.67796], [-1.00660, 8.05317, 0.99686], [0.40411, 5.59716, 0.80682], [0.47167, 4.23883, 0.55801], [-0.58901, 3.51734, 0.20852], [-5.70125, 0.80162, -1.30376], [-3.33519, 0.06691, -1.01564], [-4.44213, 4.75953, -0.27814], [-2.89579, 5.95469, 0.21576], [1.28594, 6.15220, 1.08988], [1.40697, 3.69964, 0.63932], [2.40425, -1.74060, -1.19230], [0.63459, -2.32392, -0.65197], [-0.99193, -0.97487, -0.70544], [0.60543, -3.00086, 1.03301], [0.02925, -2.32916, 2.10391], [0.11061, -2.86835, 3.38156], [0.75115, -4.07934, 3.58822], [1.32774, -4.75325, 2.51738], [1.26158, -4.21295, 1.24511], [-0.02767, -3.66177, -1.69079], [0.70762, -4.13395, -2.76867], [0.20991, -5.17127, -3.54720], [-1.01767, -5.73934, -3.24556], [-1.75355, -5.27158, -2.16249], [-1.26114, -4.23619, -1.38702], [-0.45740, -1.37470, 1.95479], [-0.32196, -2.32871, 4.21373], [0.80989, -4.49779, 4.58490], [1.83520, -5.69591, 2.67686], [1.72623, -4.72937, 0.41287], [1.66436, -3.67948, -2.99364], [0.78552, -5.53373, -4.38900], [-1.40451, -6.54888, -3.85133], [-2.71055, -5.71677, -1.92237], [-1.83284, -3.87573, -0.53979]], "forces_ev_per_a": [[0.60, -0.32, -0.02], [-0.02, 0.00, 0.02], [0.01, 0.00, 0.01], [0.00, -0.03, 0.02], [0.06, 0.01, -0.06], [-0.34, 0.15, 0.03], [0.03, -0.06, 0.04], [0.04, -0.02, -0.03], [0.12, 0.02, -0.06], [-0.04, -0.02, 0.00], [-0.11, 0.23, 0.04], [0.12, -0.02, 0.08], [-0.04, 0.02, -0.01], [-0.14, 0.07, 0.00], [0.01, 0.00, -0.02], [-0.01, 0.01, -0.01], [-0.02, 0.00, 0.01], [0.01, 0.00, 0.00], [0.02, 0.01, 0.00], [0.00, -0.06, -0.01], [0.04, 0.08, 0.01], [-0.21, 0.06, -0.01], [0.05, 0.03, 0.02], [-0.03, -0.01, -0.01], [-0.04, -0.03, -0.01], [0.00, 0.03, 0.01], [-0.01, 0.04, 0.00], [0.00, -0.04, -0.01], [0.04, -0.01, 0.00], [-0.05, -0.03, -0.01], [0.04, 0.12, 0.09], [0.00, 0.01, 0.00], [-0.02, -0.01, 0.00], [0.00, 0.00, 0.00], [0.00, -0.01, 0.00], [0.00, 0.00, 0.00], [0.01, 0.02, 0.01], [-0.01, 0.08, -0.06], [-0.22, 0.04, 0.15], [0.11, -0.25, -0.19], [-0.02, -0.01, -0.01], [0.04, 0.00, -0.02], [-0.01, -0.01, 0.02], [0.00, 0.01, -0.01], [-0.01, 0.01, 0.00], [0.02, -0.05, -0.02], [0.03, -0.07, 0.05], [0.00, 0.04, -0.04], [-0.01, -0.01, 0.00], [0.01, 0.01, 0.00], [0.00, 0.01, 0.00], [0.00, -0.02, 0.03], [-0.04, -0.03, -0.01], [0.01, 0.01, 0.00], [0.00, 0.00, 0.00], [0.00, 0.00, 0.00], [-0.01, 0.00, 0.00], [0.00, 0.00, 0.01], [0.00, 0.00, 0.00], [0.00, 0.00, 0.00], [0.00, 0.00, 0.00], [0.01, 0.00, 0.00]], "gap_ev": [6.07, 6.16], "relative_energy_kj_mol": 0.0, "homo_energy_ev": [-7.4, -8.1], "spin_multiplicity": 5}